(1)
20
Properties=species:S:1:pos:R:3:forces:R:3:nbo_charge:R:1 method="wB97M-V/def2-TZVPD" fmax_ev_per_a=5.68 orbital_gap_ev=10.314 charge=0 e_tot_ha=-457.39864 smiles="c1ccncc1.CC(N)=O"
C 0.6264 0.8780 -0.7934 -2.2 -3.6 -1.2 0.01
C 1.2686 1.9595 -0.4757 0.3 5.1 -0.2 -0.25
C 0.8203 3.0637 -1.1982 0.0 -0.5 -0.6 -0.15
C -0.2459 3.0082 -2.1044 0.4 -0.6 2.6 -0.27
C -0.9762 1.7938 -2.1755 2.5 -0.6 -3.0 0.03
C -0.4445 -2.4952 1.8668 0.0 1.7 2.1 0.67
C 0.4407 -1.9001 0.7110 -2.1 -1.2 -0.3 -0.74
H 1.0189 0.0207 -0.4011 0.7 -2.2 0.8 0.18
H 2.0457 2.1528 0.2565 0.1 -0.8 -0.2 0.23
H 1.4889 3.8727 -1.1484 0.1 1.7 0.0 0.20
H -0.4973 3.9636 -2.4913 -0.6 0.3 -1.0 0.22
H -1.5564 1.6976 -3.1846 0.1 -0.3 2.5 0.21
H -0.2292 -3.9424 3.4416 -0.8 1.1 -4.1 0.39
H 0.8565 -4.0938 2.2105 -1.9 0.8 -1.0 0.38
H -0.2218 -1.1175 0.2838 0.6 -0.7 0.2 0.26
H 0.6673 -2.6787 -0.1433 0.0 1.6 2.0 0.24
H 1.2738 -1.4096 1.2593 -0.2 -0.6 -0.8 0.24
N -0.4011 0.6644 -1.6445 -1.1 2.2 -0.1 -0.41
N -0.1624 -3.7737 2.2894 2.9 -2.4 4.3 -0.84
O -1.2298 -1.8184 2.5525 1.2 -0.8 -2.1 -0.60



(2)
122
Properties=species:S:1:pos:R:3:forces:R:3:lowdin_charge:R:1 method="wB97M-V/def2-TZVPD" fmax_ev_per_a=1.58 orbital_gap_ev=8.570 charge=0 e_tot_ha=-2648.32875 smiles="CCCCCCCCCCCCC(=O)OCP(C)O.CNC(C)=O.CNC(C)=O.CNC(C)=O.CNC(C)=O.CNC(C)=O.CNC(C)=O"
C 3.1926 -3.1849 4.6962 0.3 0.0 0.1 -0.11
C 4.1382 -3.0362 3.5129 -0.1 -0.3 -0.5 -0.25
C 3.4897 -3.0673 2.1042 0.1 0.2 0.2 -0.21
C 2.0629 -2.5507 1.9826 -0.3 0.3 -0.3 -0.21
C 1.9094 -1.0210 1.7883 0.1 -0.3 0.4 -0.18
C 2.9835 -0.1216 2.4194 -0.6 0.8 0.0 -0.19
C 2.5685 0.5022 3.7811 0.9 0.1 -0.2 -0.18
C 2.7519 2.0276 3.8773 -0.3 0.0 -0.2 -0.21
C 1.5541 2.8502 3.3739 0.4 -0.3 0.1 -0.21
C 1.3678 2.7911 1.8654 -0.2 -0.4 0.0 -0.21
C 0.1859 3.6020 1.3323 0.5 0.5 0.2 -0.17
C -1.1230 3.5021 2.1182 -0.4 -0.2 -0.3 -0.10
C -1.6562 2.0942 2.2154 0.5 -1.3 0.6 -0.44
O -1.0028 1.1022 2.4779 -0.9 1.2 -0.5 0.10
O -3.0127 2.0102 1.9765 0.6 0.5 -0.3 -0.08
C -3.3506 1.0394 0.9800 -0.8 -0.4 0.2 -0.34
P -3.5370 -0.6977 1.6388 1.3 -0.6 0.2 0.88
C -4.5718 -0.4492 3.1297 -0.1 0.2 -0.8 -0.26
O -4.6051 -1.3374 0.5247 -0.3 0.7 0.3 -0.34
H 2.8482 -4.2146 4.7883 -0.2 0.0 0.0 0.07
H 2.3330 -2.5229 4.6397 -0.1 0.1 0.0 0.05
H 3.7275 -2.9496 5.6164 0.0 0.0 0.1 0.07
H 4.7506 -2.1434 3.6017 -0.1 0.0 0.2 0.05
H 4.8368 -3.8753 3.5547 0.2 0.0 0.0 0.10
H 4.1143 -2.4477 1.4545 0.1 -0.1 -0.2 0.10
H 3.5459 -4.0674 1.6764 -0.1 -0.2 0.1 0.09
H 1.6276 -3.0150 1.1061 -0.1 -0.1 -0.1 0.07
H 1.4221 -2.8706 2.8029 0.2 -0.1 0.2 0.10
H 0.9527 -0.7304 2.2211 -0.2 0.1 -0.1 0.09
H 1.8181 -0.8131 0.7214 0.2 0.0 -0.1 0.10
H 3.1493 0.7138 1.7404 0.1 0.0 -0.2 0.09
H 3.9510 -0.5982 2.5343 0.0 -0.2 -0.1 0.08
H 1.5380 0.2490 4.0201 -0.1 -0.1 0.1 0.11
H 3.2393 0.0777 4.5290 -0.3 -0.2 0.3 0.10
H 3.6424 2.3311 3.3211 0.2 -0.1 0.0 0.11
H 2.9446 2.2775 4.9215 -0.1 0.1 0.1 0.10
H 1.6878 3.8878 3.6911 -0.1 0.1 0.0 0.11
H 0.6689 2.4416 3.8596 -0.2 0.1 0.1 0.10
H 1.2259 1.7555 1.5655 0.0 -0.1 0.1 0.09
H 2.2946 3.1056 1.3821 0.0 0.2 -0.1 0.12
H -0.0035 3.3773 0.2829 0.0 -0.1 -0.1 0.10
H 0.4728 4.6570 1.3502 -0.1 0.1 0.0 0.12
H -1.8775 4.0905 1.5984 0.0 0.1 0.1 0.10
H -1.0501 3.9191 3.1216 0.2 -0.1 0.1 0.13
H -4.3039 1.3658 0.5593 0.0 0.1 0.0 0.07
H -2.6061 1.0379 0.1844 0.1 -0.1 0.0 0.09
H -5.2924 -1.2640 3.1311 -0.1 -0.1 0.2 0.04
H -3.8981 -0.5408 3.9740 -0.1 0.0 0.2 0.03
H -5.0858 0.5095 3.1464 -0.1 0.0 0.1 0.04
H -4.0474 -1.7159 -0.1547 0.0 -0.4 -0.3 0.03
C -2.6859 5.0933 -3.0686 0.1 0.0 0.0 -0.01
C -2.1921 4.1631 -1.9851 0.0 0.0 0.0 -0.55
O -1.0770 3.6589 -2.0225 0.0 0.0 -0.1 0.02
N -3.0400 3.9068 -0.9639 0.0 0.1 -0.1 0.03
C -4.3891 4.4076 -0.7546 0.2 -0.2 0.1 -0.06
H -1.9037 5.2016 -3.8105 0.1 0.0 0.0 0.08
H -3.5758 4.6865 -3.5494 -0.1 0.1 0.0 0.08
H -2.9195 6.0751 -2.6559 -0.1 0.0 0.0 0.08
H -2.6603 3.2821 -0.2714 -0.1 0.0 0.0 0.09
H -4.4341 4.9527 0.1884 -0.1 0.0 0.0 0.09
H -5.0881 3.5777 -0.6979 -0.1 0.1 0.0 0.06
H -4.6866 5.0709 -1.5601 0.1 0.0 0.0 0.07
C 1.7547 -2.8367 -2.8509 0.0 -0.2 0.2 -0.03
C 2.5367 -3.7157 -1.9066 0.0 0.1 0.1 -0.53
O 2.1084 -4.0185 -0.8047 0.0 -0.2 -0.2 0.03
N 3.7590 -4.1556 -2.3165 0.0 0.0 -0.1 0.01
C 4.4227 -3.8905 -3.5772 0.1 -0.2 0.3 -0.08
H 0.8211 -2.5784 -2.3637 0.0 0.0 0.0 0.09
H 2.2947 -1.9192 -3.0746 0.0 0.0 -0.1 0.08
H 1.5321 -3.3508 -3.7846 0.1 0.1 -0.1 0.06
H 4.2308 -4.7303 -1.6369 0.0 0.0 0.0 0.14
H 4.6222 -4.8261 -4.1036 0.0 0.0 -0.1 0.08
H 5.3741 -3.3833 -3.4039 0.0 0.0 -0.1 0.08
H 3.8032 -3.2622 -4.2081 0.0 0.0 0.0 0.07
C -7.2694 0.6638 0.6539 0.1 0.2 -0.1 0.00
C -7.5824 2.1420 0.6493 0.0 0.0 0.1 -0.53
O -6.7252 2.9866 0.8729 0.0 -0.1 0.0 0.02
N -8.8625 2.5135 0.3945 0.0 -0.1 0.0 0.01
C -10.0019 1.6601 0.1143 0.0 0.3 0.0 -0.08
H -6.2072 0.5490 0.8351 -0.1 -0.1 0.1 0.03
H -7.8351 0.1560 1.4354 0.0 -0.1 0.0 0.09
H -7.4947 0.2089 -0.3111 -0.1 -0.1 0.0 0.09
H -9.0049 3.5106 0.4105 0.0 0.0 0.0 0.14
H -10.4143 1.8947 -0.8682 0.0 -0.1 0.0 0.08
H -10.7806 1.8158 0.8625 0.0 -0.1 0.0 0.08
H -9.7099 0.6160 0.1283 0.0 0.0 0.0 0.07
C -1.4672 0.3783 -5.2286 0.1 -0.1 0.0 0.01
C -0.0268 -0.0389 -5.1070 0.0 0.1 0.0 -0.51
O 0.2784 -1.1552 -4.6959 0.0 -0.1 -0.2 0.00
N 0.9361 0.8427 -5.4674 -0.2 -0.1 0.0 0.02
C 0.7675 2.1937 -5.9655 0.3 -0.1 0.1 -0.07
H -2.0710 -0.4549 -4.8850 -0.2 0.0 0.0 0.05
H -1.6843 1.2547 -4.6166 0.0 0.1 -0.1 0.09
H -1.7134 0.5889 -6.2707 0.0 0.1 0.0 0.09
H 1.8725 0.4880 -5.3604 0.0 0.0 0.0 0.14
H 1.2113 2.2845 -6.9586 -0.1 0.1 0.0 0.08
H 1.2588 2.9030 -5.2984 -0.1 0.1 0.0 0.09
H -0.2831 2.4467 -6.0278 -0.1 0.0 0.0 0.07
C -3.9653 -4.5652 -4.6012 -0.1 0.1 0.0 -0.01
C -3.0969 -3.3334 -4.7139 0.4 0.0 0.1 -0.54
O -3.5703 -2.2059 -4.7231 -0.2 0.1 0.0 0.02
N -1.7539 -3.5121 -4.7923 -0.3 -0.1 -0.1 0.03
C -1.0187 -4.7609 -4.7922 0.0 0.3 0.0 -0.07
H -5.0021 -4.2499 -4.5427 0.0 0.1 0.0 0.08
H -3.8402 -5.2068 -5.4740 0.0 -0.1 0.1 0.08
H -3.7169 -5.1308 -3.7026 0.0 -0.1 0.0 0.08
H -1.2197 -2.6501 -4.8404 0.2 0.0 0.1 0.10
H -0.3364 -4.7926 -3.9405 0.0 -0.1 0.0 0.07
H -0.4318 -4.8503 -5.7083 0.0 -0.1 0.0 0.09
H -1.6936 -5.6077 -4.7278 0.0 0.0 0.0 0.07
C 8.0972 0.6689 5.1677 0.0 0.0 0.0 -0.01
C 7.4997 -0.2748 4.1501 -0.1 0.0 0.0 -0.54
O 6.4076 -0.7910 4.3106 0.1 0.1 0.1 0.04
N 8.2288 -0.5344 3.0315 0.1 0.1 0.1 0.01
C 9.5349 -0.0175 2.6704 -0.2 -0.2 -0.1 -0.08
H 7.3981 0.7697 5.9912 -0.1 0.0 0.0 0.08
H 9.0403 0.2778 5.5508 0.0 0.1 0.0 0.08
H 8.2687 1.6521 4.7280 0.1 0.0 0.0 0.08
H 7.7740 -1.1695 2.3953 0.0 0.0 0.0 0.14
H 9.4751 0.5314 1.7289 0.1 0.1 0.0 0.08
H 10.2437 -0.8382 2.5472 0.1 0.1 0.0 0.08
H 9.9082 0.6508 3.4382 0.0 0.0 0.0 0.07



(3)
9
Properties=species:S:1:pos:R:3:forces:R:3:nbo_charge:R:1 method="wB97M-V/def2-TZVPD" fmax_ev_per_a=4.80 orbital_gap_ev="6.913 / 6.585" charge=0 e_tot_ha=-1381.31340
C 0.1362 -1.3312 1.4417 -1.6 -1.9 0.7 0.02
C 2.3481 0.1448 2.1023 -1.2 2.0 1.5 -0.39
N 0.1339 -0.8195 0.2244 -1.5 -0.3 1.7 -0.33
N 1.1660 -0.4024 -0.4152 2.4 -2.2 1.2 -0.57
S -0.2020 -2.5780 2.4138 0.6 1.7 -1.5 0.13
S 1.4021 1.2134 2.7762 0.7 -0.6 -0.5 0.12
S 3.2595 -0.8970 1.5008 1.3 -1.1 -0.4 0.29
H -0.7876 -0.4381 -0.0865 0.5 -0.6 0.7 0.41
H 0.7859 0.1987 -1.0193 -1.2 3.0 -3.5 0.30